DFT (ωB97M-V/def2-TZVPD) results for a molecular structure, C3H8O2S.

Calculated values
E_HOMO ... -9.3 eV
Net charge ... 0
F_max ... 5.5 eV/Å

Each line ends with the natural charge from an NBO analysis.
Geometry (Å):
H (-0.513, 0.649, 1.479)  0.197
C (-1.046, -0.923, -0.233)  -0.085
H (1.240, -1.269, 1.069)  0.229
H (2.115, 1.329, -1.029)  0.126
H (-2.314, 0.587, -0.370)  0.485
H (-0.973, -1.920, 0.288)  0.190
H (-0.498, -1.209, -1.278)  0.152
O (-2.371, -0.536, -0.395)  -0.714
C (-0.183, 0.244, 0.424)  0.049
H (-0.382, 1.324, -1.444)  0.484
S (2.488, -0.349, -0.524)  -0.038
O (-0.399, 1.472, -0.350)  -0.753
C (1.271, -0.040, 0.799)  -0.544
H (1.566, 0.640, 1.565)  0.223



DFT (ωB97M-V/def2-TZVPD) results for a molecular structure, C41H29Cl2FGeN4O5V.

Calculated values
E_HOMO (spin up / spin down) ... -13.8 / -13.8 eV
Multiplicity ... 2
Net charge ... +2
F_max ... 1.4 eV/Å

Each line ends with the Löwdin charge.
Geometry (Å):
Ge (-1.912, -0.544, 1.202)  1.238
C (1.593, -1.238, -3.244)  0.089
H (-1.013, 4.275, -3.693)  0.101
H (-1.411, 1.995, 2.760)  0.115
H (1.674, -2.007, -2.490)  0.143
C (2.048, -5.787, 1.341)  -0.320
C (1.334, 0.094, -2.881)  -0.049
N (0.970, 2.416, -3.464)  0.076
C (-1.592, -2.541, 3.276)  -0.109
N (1.161, -4.817, 1.194)  0.147
C (-3.129, -1.084, 5.090)  -0.057
H (-3.022, -3.256, 1.019)  0.102
H (-1.579, -4.085, 4.756)  0.122
C (3.756, -0.591, 3.540)  -0.105
C (1.377, 0.768, -5.229)  -0.118
H (0.871, 1.387, -7.204)  0.133
H (0.395, 5.238, -3.197)  0.086
V (1.317, -0.534, 1.281)  1.091
H (1.769, -0.827, -6.593)  0.148
C (0.894, 2.717, -2.183)  0.071
H (-3.729, -0.527, 5.797)  0.121
Cl (5.728, -0.561, 7.007)  0.761
H (-3.081, -4.073, -3.168)  0.121
C (-2.184, -1.714, -0.250)  -0.302
C (0.857, 3.525, -4.492)  -0.270
H (-2.223, 4.297, 2.478)  0.123
H (5.831, -0.623, 4.159)  0.134
C (-0.038, 4.653, -4.006)  -0.033
H (1.874, 3.898, -4.637)  0.168
C (4.482, -0.561, 5.822)  -0.635
F (1.997, -2.769, -4.953)  0.115
C (4.798, -0.592, 4.480)  -0.009
H (-3.393, 0.874, -0.908)  0.099
O (1.468, -0.503, 3.021)  -0.170
H (-1.434, -0.385, -1.783)  0.095
C (1.192, 0.448, -1.501)  -0.234
C (1.254, 1.828, -6.284)  -0.111
C (1.746, -1.521, -4.568)  -0.242
O (0.944, 1.297, 1.172)  -0.133
H (5.129, -0.602, 1.869)  0.166
H (0.305, 3.748, -6.530)  0.135
C (-1.894, -1.344, -1.570)  -0.111
H (0.738, 3.750, -1.911)  0.143
C (-3.125, 1.618, -0.168)  -0.086
O (0.811, 3.419, 0.516)  0.153
C (-2.032, 2.245, 1.908)  -0.110
H (-3.616, -4.731, -0.853)  0.121
C (-2.793, -2.950, 0.007)  -0.077
C (-1.920, -3.091, 4.500)  -0.051
C (-2.692, -2.364, 5.401)  -0.044
O (1.232, -0.506, -0.612)  -0.152
H (2.247, 2.227, -6.515)  0.141
H (-2.955, -2.802, 6.356)  0.123
H (-0.193, 5.337, -4.839)  0.100
C (-2.043, -1.255, 2.943)  -0.304
C (4.075, -0.650, 2.151)  -0.043
C (1.639, -0.538, -5.557)  0.091
C (1.163, -3.597, 1.187)  -0.258
C (-2.359, 1.269, 0.955)  -0.309
H (-0.669, 2.572, -5.654)  0.141
N (2.789, -6.662, 1.451)  0.158
C (0.350, 2.943, -5.798)  -0.138
C (0.999, 1.774, -1.164)  -0.011
H (-1.975, -1.914, -3.632)  0.114
H (-3.624, 4.887, 0.533)  0.120
C (-2.828, -3.412, -2.350)  -0.033
H (-0.994, -3.108, 2.578)  0.080
C (0.908, 2.258, 0.235)  -0.499
N (1.003, -2.413, 1.170)  0.042
H (-4.200, 3.184, -1.157)  0.116
C (-2.208, -2.194, -2.613)  -0.052
Cl (0.474, -0.448, 5.819)  0.805
C (-3.263, 3.873, 0.646)  -0.034
C (-3.584, 2.918, -0.309)  -0.054
O (3.258, -0.745, 1.208)  -0.023
C (3.148, -0.526, 6.233)  -0.053
C (2.113, -0.511, 5.311)  -0.555
C (1.220, 1.096, -3.864)  -0.040
C (-2.799, -0.517, 3.870)  -0.088
H (2.916, -0.504, 7.289)  0.127
C (-3.127, -3.786, -1.048)  -0.042
H (-3.151, 0.478, 3.633)  0.100
C (2.419, -0.536, 3.961)  -0.268
C (-2.484, 3.541, 1.750)  -0.042



DFT (ωB97M-V/def2-TZVPD) results for 11 unconnected molecules or ions with the total composition C11H22Cl22.

Calculated values
E_HOMO ... -10.7 eV
SMILES ... ClCCl.ClCCl.ClCCl.ClCCl.ClCCl.ClCCl.ClCCl.ClCCl.ClCCl.ClCCl.ClCCl
Net charge ... 0
F_max ... 1.8 eV/Å

Each line ends with the natural charge from an NBO analysis.
Geometry (Å):
C (10.652, -19.620, 25.547)  -0.370
Cl (21.209, -16.362, 25.952)  0.004
Cl (11.132, -18.289, 24.454)  -0.015
H (10.438, -13.275, 26.643)  0.224
H (14.931, -23.038, 34.745)  0.222
H (10.241, -19.237, 26.481)  0.222
C (14.884, -22.740, 33.698)  -0.365
Cl (19.548, -18.690, 33.915)  0.001
H (12.385, -24.226, 27.525)  0.222
C (10.072, -21.863, 32.157)  -0.379
H (14.760, -20.837, 24.468)  0.221
H (17.983, -20.511, 33.735)  0.234
C (18.038, -19.443, 33.521)  -0.409
Cl (13.488, -24.309, 29.644)  -0.014
Cl (16.417, -23.243, 32.924)  -0.028
C (19.633, -15.817, 25.592)  -0.431
H (17.219, -18.839, 33.912)  0.228
Cl (10.688, -14.852, 24.910)  -0.007
H (9.950, -20.286, 25.045)  0.226
H (17.170, -20.412, 29.000)  0.235
Cl (11.218, -22.433, 33.389)  -0.042
Cl (8.225, -13.786, 25.924)  -0.035
H (14.155, -24.037, 27.400)  0.224
Cl (12.143, -20.581, 25.868)  -0.061
Cl (10.508, -20.208, 31.610)  -0.034
C (13.348, -24.561, 27.911)  -0.406
Cl (18.337, -20.825, 26.935)  -0.024
H (19.050, -16.673, 25.251)  0.228
H (14.005, -23.145, 33.196)  0.231
C (9.922, -14.180, 26.323)  -0.400
H (10.070, -22.545, 31.307)  0.230
H (16.283, -13.988, 34.058)  0.220
H (9.152, -21.794, 32.737)  0.228
H (16.670, -19.325, 27.810)  0.236
Cl (14.767, -20.922, 33.715)  -0.058
H (10.000, -14.923, 27.117)  0.219
H (14.741, -14.457, 33.299)  0.224
C (15.624, -20.189, 24.320)  -0.426
H (14.328, -19.209, 28.444)  0.230
C (16.922, -20.378, 27.939)  -0.413
H (12.759, -18.236, 28.617)  0.224
Cl (16.613, -16.087, 33.067)  -0.054
Cl (16.277, -13.450, 31.718)  -0.041
Cl (15.620, -19.767, 22.647)  -0.001
Cl (17.736, -19.299, 31.782)  -0.056
Cl (13.475, -26.256, 27.428)  -0.027
H (19.732, -14.986, 24.893)  0.225
Cl (14.805, -17.067, 28.350)  -0.030
C (15.824, -14.438, 33.177)  -0.350
C (13.791, -18.393, 28.928)  -0.375
H (16.483, -20.819, 24.548)  0.231
Cl (13.992, -18.723, 30.727)  -0.055
Cl (15.498, -21.373, 27.698)  -0.030
Cl (18.813, -15.217, 27.018)  -0.026
Cl (15.447, -18.780, 25.378)  -0.029



DFT (ωB97M-V/def2-TZVPD) results for a molecular structure, CH4IOPS.

Calculated values
E_HOMO ... -8.3 eV
Net charge ... 0
F_max ... 3.5 eV/Å

Each line ends with the natural charge from an NBO analysis.
Geometry (Å):
H (-0.937, -0.544, 0.768)  0.235
H (-0.411, -0.887, -2.043)  0.483
O (-1.198, -0.383, -1.665)  -0.839
I (0.948, 2.899, 1.417)  -0.083
P (1.097, 1.074, -0.143)  0.240
H (0.370, -1.698, 0.259)  0.197
H (0.738, -0.806, 1.838)  0.218
C (0.112, -0.884, 0.949)  -0.674
S (-0.720, 1.228, -1.379)  0.223



Energy above the lowest of the compared OMol25 structures with the same formula, charge and spin (kJ/mol)
411.4 0.0 97.1 351.1